Record 1
Entry from the Open Molecules 2025 dataset: 2 unconnected molecules or ions with the total composition C3H5FO2S at a distorted geometry (ωB97M-V/def2-TZVPD).

Structure (XYZ):
```
12
Properties=species:S:1:pos:R:3:forces:R:3:mulliken_charge:R:1
C -2.670664 -1.481620 0.495455 1.107 -0.468 -1.397 -0.483
C 1.140932 0.697779 0.474512 0.400 -1.027 2.014 0.875
C 1.927848 1.030891 -0.758367 -1.387 0.381 -0.565 -0.857
O 0.482845 1.338338 1.230472 0.845 0.796 -0.916 -0.530
O -0.749830 -0.190056 -0.608001 -0.092 -0.233 -1.512 -0.515
F 1.260952 -0.640104 0.861554 0.701 0.405 -0.658 -0.263
S -1.623894 -0.250371 0.547249 -1.886 -0.727 1.329 0.449
H -3.330934 -1.742825 1.308585 0.002 0.386 0.106 0.303
H -2.583821 -2.169540 -0.384258 -0.263 0.638 0.893 0.219
H 1.060269 0.973389 -1.521564 1.826 0.176 0.670 0.235
H 2.782996 0.371704 -0.992272 -0.852 0.048 0.233 0.287
H 2.303300 2.062410 -0.653365 -0.398 -0.375 -0.196 0.279
```
Forces are in eV/Å.

Values from the calculation:
**Total charge**: 0
**E_HOMO**: -9.98 eV
**Relative energy (zero: lowest compared OMol25 entry of this formula, charge and spin)**: 1.330 eV
**E**: -20838.14162 eV
**Frontier orbital gap**: 0.3646 Ha

---

Record 2
Entry from the Open Molecules 2025 dataset: 2 unconnected molecules or ions with the total composition C5H5NO at a distorted geometry (ωB97M-V/def2-TZVPD).

Structure (XYZ):
```
12
Properties=species:S:1:pos:R:3:forces:R:3:mulliken_charge:R:1
O -2.086531 -0.612497 -1.515612 0.108 0.101 -0.140 -0.651
C -0.660317 -0.596183 0.945586 0.203 0.051 0.065 -0.777
C 0.568079 -0.218472 0.565545 -0.230 -0.086 0.113 0.225
C 0.971723 1.158395 0.481524 0.184 0.625 -0.053 -0.534
C 1.308298 2.312302 0.394818 -0.165 -0.577 0.054 0.291
C 1.541737 -1.214872 0.178018 0.644 -0.643 -0.259 0.129
N 2.313065 -2.016185 -0.141750 -0.723 0.738 0.288 -0.403
H -1.958350 0.339954 -1.601622 -0.067 -0.089 -0.011 0.325
H -1.402006 0.141239 1.231712 0.133 -0.091 -0.062 0.335
H -0.946555 -1.641499 0.977526 0.090 0.148 -0.012 0.312
H -1.259185 -0.986526 -1.843310 -0.129 -0.013 0.009 0.330
H 1.610039 3.334349 0.327562 -0.047 -0.165 0.009 0.418
```
Forces are in eV/Å.

Values from the calculation:
**Total charge**: 0
**E_HOMO**: -9.90 eV
**Relative energy (zero: lowest compared OMol25 entry of this formula, charge and spin)**: 2.882 eV
**E**: -8800.53714 eV
**Frontier orbital gap**: 0.3604 Ha
**SMILES**: C#CC(=C)C#N.O

---

Record 3
Entry from the Open Molecules 2025 dataset: a molecular structure, C31H50CoO3P2S at a distorted geometry (ωB97M-V/def2-TZVPD).

Structure (XYZ):
```
88
Properties=species:S:1:pos:R:3:forces:R:3:mulliken_charge:R:1
Co 1.156110 -2.055732 1.108509 0.641 0.715 0.810 -0.031
C 1.745952 0.643213 1.646049 0.629 -0.788 -1.374 1.633
C 1.439562 0.111149 2.911503 0.356 -1.866 1.422 0.620
C 3.021690 -1.266465 1.957785 -0.652 0.816 -1.098 -0.313
C 2.664866 -0.241559 0.997889 -0.155 -0.357 0.936 0.636
C 2.202130 -1.072114 3.114130 -0.460 1.515 0.516 0.672
C 1.338796 1.948012 1.118178 -0.222 0.586 -0.201 -1.169
H 0.807561 2.591828 1.816699 0.014 -0.179 0.233 0.481
H 0.725999 1.872728 0.226056 -0.125 -0.096 -0.356 0.094
H 2.207204 2.499604 0.762123 0.139 0.051 -0.058 0.297
C 3.454186 0.088835 -0.205552 0.236 0.197 -0.933 -1.514
H 2.795547 0.391848 -1.028345 0.257 0.057 0.004 0.256
H 4.056433 -0.766843 -0.537560 -0.156 0.240 0.015 0.374
H 4.149682 0.929624 -0.029144 -0.270 -0.285 0.006 0.299
C 4.238674 -2.105994 1.879719 0.104 -0.794 -0.182 -1.622
H 5.171884 -1.607942 2.184392 -0.404 0.140 -0.104 0.288
H 4.358012 -2.463781 0.856927 0.295 0.027 -0.023 0.409
H 4.136583 -2.992321 2.505574 0.065 -0.026 0.094 0.412
C 2.469514 -1.704073 4.433955 -0.177 -0.577 0.202 -1.849
H 3.364899 -1.320361 4.959740 -0.335 0.016 -0.446 0.273
H 2.628738 -2.772894 4.263936 -0.029 -0.013 0.426 0.403
H 1.618762 -1.560212 5.105230 0.143 -0.209 0.001 0.396
C 0.569531 0.738158 3.932931 -0.752 0.303 0.567 -1.909
H 1.089894 1.509549 4.538948 -0.117 -0.362 -0.421 0.333
H 0.191923 -0.011405 4.650894 0.130 0.334 -0.329 0.445
H -0.306153 1.232057 3.472085 0.356 -0.187 0.209 0.294
C -1.777232 0.934972 -1.817590 -1.794 -0.532 -2.686 -0.716
C -1.917835 1.803889 -0.817429 -0.584 1.489 1.176 -0.106
C -2.679343 1.694790 0.432174 -0.728 -1.077 0.453 -0.479
C -3.384112 0.350369 0.763589 -0.649 0.502 0.093 -1.333
C -2.418693 -0.690696 1.169217 3.056 -0.807 -0.377 -0.778
C -1.288345 -1.080534 0.504067 0.111 0.059 3.083 1.976
C -0.753192 -0.959652 -0.872668 -0.019 0.100 0.094 -0.876
C -1.816064 -0.529460 -1.866201 0.445 -0.132 -0.381 -0.789
H -3.411940 2.516104 0.496514 0.460 0.003 -0.088 0.579
H -4.066848 0.045106 -0.042143 0.265 0.112 0.040 0.188
H -1.896429 1.868101 1.171252 -0.047 0.351 0.494 0.034
H -2.824564 -0.961692 -1.642777 0.656 0.578 0.077 0.032
H -1.892381 1.396134 -2.813178 0.637 0.368 0.235 0.644
H -1.471808 2.815680 -0.953492 0.342 0.032 -0.259 0.843
H -1.577002 -0.856923 -2.885635 -0.019 0.080 0.244 0.562
H 0.041799 -0.196936 -0.879531 0.126 -0.308 -0.092 0.137
H -0.610085 -1.762253 1.167561 -1.931 1.319 -0.870 -0.171
H -0.285275 -1.898359 -1.194385 -0.128 -0.160 0.183 0.724
H -4.027622 0.468197 1.647371 0.013 0.437 -0.394 0.478
H -2.557523 -1.171026 2.154869 0.147 0.556 -0.444 0.308
P -3.252753 -2.985946 -0.462990 -1.175 -1.373 -0.440 0.773
P -0.496931 -4.107073 1.342455 -0.741 -2.725 0.019 1.239
C -3.287337 -4.565477 0.473818 -0.003 0.170 -0.273 -1.243
C -1.896652 -5.146876 0.510708 -0.113 0.309 -0.360 -1.314
H -3.964980 -5.250929 -0.065243 0.151 0.109 0.324 0.416
H -3.708963 -4.402715 1.473170 0.205 -0.041 -0.107 0.522
H -1.996388 -6.121461 1.015463 0.723 0.375 0.177 0.600
H -1.552673 -5.375597 -0.508577 -0.038 0.129 0.197 0.430
C 0.598591 -5.550056 1.068428 0.523 0.203 0.179 -1.392
H 1.498544 -5.455971 1.674521 0.131 -0.233 -0.041 0.452
H 0.880381 -5.497307 0.007475 0.047 -0.195 0.258 0.406
H 0.076864 -6.496188 1.266690 0.348 0.304 0.018 0.432
C -1.158619 -4.368590 3.045643 0.382 0.490 0.163 -1.389
H -1.524290 -5.397449 3.197518 0.219 0.415 -0.161 0.423
H -1.979057 -3.658153 3.219028 0.165 -0.205 0.006 0.321
H -0.363365 -4.136304 3.761630 -0.198 -0.097 0.071 0.409
C -3.347860 -3.739270 -2.136389 -0.160 0.137 -0.168 -1.518
H -3.097368 -2.985947 -2.887709 -0.125 -0.180 -0.094 0.378
H -4.359922 -4.118787 -2.312910 0.251 -0.107 -0.199 0.456
H -2.614806 -4.548484 -2.218801 -0.147 0.105 -0.055 0.362
C -5.047334 -2.642167 -0.138746 -0.085 0.367 -0.199 -1.429
H -5.248256 -2.868200 0.919987 -0.069 0.087 -0.398 0.373
H -5.649211 -3.290246 -0.799698 0.060 0.298 0.472 0.449
H -5.312824 -1.591844 -0.311460 -0.107 -0.338 -0.071 0.352
C 3.514595 8.396699 -4.230707 0.155 0.086 -0.162 -1.343
C 2.692247 7.221824 -3.801216 -0.188 -0.424 -0.181 0.931
C 1.717785 6.683994 -4.651498 -0.257 -0.351 0.018 -0.674
C 1.011294 5.529796 -4.293737 0.328 -0.078 0.468 -0.266
C 1.306163 4.914023 -3.069775 0.154 -0.087 -0.333 -0.113
C 2.284965 5.431754 -2.209643 -0.173 0.005 -0.602 -0.586
C 2.975862 6.572930 -2.594477 -0.151 -0.057 -0.098 -0.766
S 0.433807 3.440967 -2.540658 2.530 2.088 -0.851 1.742
O -0.373602 4.054684 -1.479932 -1.140 -0.825 0.618 -0.812
O -0.275628 2.948696 -3.712774 -0.542 -0.587 0.690 -0.763
O 1.498326 2.572459 -2.020009 -1.049 -0.509 0.037 -0.576
H 3.982604 8.178265 -5.193521 0.063 0.085 0.046 0.324
H 2.941682 9.317925 -4.358595 -0.098 -0.114 0.084 0.317
H 4.298379 8.579601 -3.499396 0.088 0.128 -0.040 0.344
H 1.523860 7.121084 -5.637826 0.122 0.021 0.452 0.343
H 0.262521 5.070979 -4.950256 0.365 0.285 0.269 0.416
H 2.538321 4.923908 -1.281949 -0.146 0.045 -0.199 0.260
H 3.788547 6.940728 -1.972277 -0.179 0.051 -0.033 0.256
```
Forces are in eV/Å.

Values from the calculation:
**Total charge**: +1
**Expectation value of S²**: 6.032
**2S+1**: 5
**E_HOMO (spin up / spin down)**: -9.88 / -9.83 eV
**E**: -106127.46276 eV
**Frontier orbital gap (spin up / spin down)**: 0.2513 / 0.1390 Ha

---

Record 4
Entry from the Open Molecules 2025 dataset: a single C4H3NO molecule (ωB97M-V/def2-TZVPD).

Structure (XYZ):
```
9
Properties=species:S:1:pos:R:3:forces:R:3:mulliken_charge:R:1
O -1.085690 1.183343 -0.656289 -0.006 0.196 0.155 -0.429
C -0.359475 0.222539 0.020505 0.119 -0.272 -0.068 -0.621
C 1.044941 0.186309 -0.121033 0.500 0.002 0.009 -0.158
C 2.250613 0.236916 -0.202037 -0.450 -0.017 0.043 0.255
C -1.061672 -0.866273 0.552255 -0.161 -0.155 0.786 0.311
N -1.640401 -1.761546 1.138995 0.372 0.556 -0.572 -0.456
H -1.165184 1.948574 -0.068486 -0.137 -0.083 -0.144 0.340
H -1.297968 -1.447629 -0.405635 -0.060 -0.175 -0.196 0.369
H 3.314835 0.297763 -0.258279 -0.177 -0.050 -0.012 0.391
```
Forces are in eV/Å.

Values from the calculation:
**Total charge**: 0
**E_HOMO**: -7.91 eV
**Relative energy (zero: lowest compared OMol25 entry of this formula, charge and spin)**: 5.451 eV
**E**: -7727.29264 eV
**Frontier orbital gap**: 0.2572 Ha